# 1
An isolated molecule of C6H11N in a non-equilibrium geometry. Source: the OMol25 dataset; level of theory: wB97M-V/def2-TZVPD.

Values from the calculation:
Relative energy (zero: lowest compared OMol25 entry of this formula, charge and spin) = 116.9 kcal per mole
Total energy = -7885.4607 eV
E_HOMO = -7.65 eV
Spin multiplicity = 1

```
18
Properties=species:S:1:pos:R:3:forces:R:3
N -1.805949 0.337202 -0.744546 0.39 -0.34 -0.58
C 1.099408 -1.866478 -0.459465 -0.85 0.77 0.19
C 0.922316 0.612161 0.259568 0.02 -1.77 1.09
C -1.483366 -0.004322 0.573524 -0.96 0.10 1.71
C -0.277454 0.306340 1.176163 0.14 2.44 -2.45
C 1.084486 -0.378842 -0.925783 1.35 -0.12 0.47
C -1.837812 1.547660 -0.169703 0.01 -0.48 -0.65
H -0.148830 0.717611 2.170489 -0.24 -1.31 0.66
H 1.850395 -2.031542 0.323839 0.00 0.14 -0.22
H -1.106364 2.336198 -0.402945 0.01 0.04 0.00
H 1.751533 0.322702 0.920006 0.23 0.46 -0.03
H 0.132251 -2.108809 -0.009659 0.06 -0.28 -0.17
H 2.119166 -0.264021 -1.278964 -0.24 0.51 -0.26
H 1.297972 -2.551615 -1.286245 -0.06 0.14 0.06
H 0.404091 -0.156725 -1.735050 -0.22 -0.27 -0.06
H 1.033376 1.679851 0.065291 -0.01 -0.11 -0.34
H -2.765318 1.923718 0.296874 0.29 -0.07 0.59
H -2.269901 -0.421090 1.226607 0.05 0.15 -0.02
```
Positions in Å, forces in eV/Å.

***

# 2
An isolated molecule of C6H11N. Source: the OMol25 dataset; level of theory: wB97M-V/def2-TZVPD.

Values from the calculation:
SMILES = CCC[C@@H](C)C#N
Relative energy (zero: lowest compared OMol25 entry of this formula, charge and spin) = 4.3 kcal per mole
Total energy = -7890.3458 eV
E_HOMO = -11.29 eV
Spin multiplicity = 1

```
18
Properties=species:S:1:pos:R:3:forces:R:3
N 0.356739 2.455768 1.324234 0.17 -0.86 -0.23
C 1.005458 -0.011527 0.696536 0.02 -0.09 0.00
C 0.625674 1.364712 1.054339 -0.26 0.74 0.18
C 0.075804 -0.595474 -0.383426 0.03 -0.02 -0.03
C -2.297299 0.306320 -0.814061 -0.01 0.09 0.01
C 2.470012 -0.030655 0.241785 0.11 -0.01 -0.05
C -1.421081 -0.659562 -0.005847 -0.01 -0.05 0.00
H -1.783136 -1.683443 -0.154730 0.08 0.15 -0.03
H 0.215013 -0.012625 -1.304906 -0.07 -0.08 0.17
H -3.356471 0.023097 -0.767662 0.23 0.10 0.08
H -2.006057 0.298802 -1.872782 -0.07 -0.02 0.20
H 0.902982 -0.614692 1.608640 0.00 0.10 -0.11
H 3.143185 0.345230 1.017797 -0.13 -0.08 -0.09
H 2.599251 0.596034 -0.646115 -0.03 -0.09 0.10
H -2.198792 1.335577 -0.443183 0.00 -0.23 -0.14
H 2.759773 -1.054974 -0.014755 -0.02 0.16 0.06
H 0.453469 -1.602378 -0.604580 -0.05 0.18 0.07
H -1.544528 -0.460210 1.068712 0.03 -0.01 -0.21
```
Positions in Å, forces in eV/Å.

***

# 3
A cluster of 3 separate species, C6H11N in total in a non-equilibrium geometry. Source: the OMol25 dataset; level of theory: wB97M-V/def2-TZVPD.

Values from the calculation:
Relative energy (zero: lowest compared OMol25 entry of this formula, charge and spin) = 152.3 kcal per mole
Total energy = -7883.9257 eV
E_HOMO = -6.90 eV
Spin multiplicity = 1

```
18
Properties=species:S:1:pos:R:3:forces:R:3
N -0.636163 3.243486 0.390941 0.11 0.19 -0.24
C -0.049200 -1.794999 0.388972 -0.99 0.34 -2.12
C 0.249249 0.581215 0.233836 0.07 6.21 -1.33
C -1.009670 -0.202438 -1.932477 0.24 0.12 0.19
C 0.998598 -1.960622 1.458792 0.21 0.56 0.00
C -0.367183 -0.026022 -0.812292 -0.03 -5.26 1.41
C -0.073547 2.553954 -0.503998 0.67 -1.14 1.99
H 0.276681 2.976442 -1.467775 -0.06 -0.37 0.13
H 1.333048 0.569855 0.273298 -0.14 -0.23 0.20
H -1.068188 -1.926479 0.748247 0.03 0.02 -0.04
H -1.273471 -1.199238 -2.269113 -0.05 0.09 0.04
H -1.276320 0.638766 -2.560649 0.01 0.10 -0.03
H 1.032946 -2.993941 1.831228 -0.14 0.14 -0.19
H 0.135134 -2.416546 -0.485999 -0.06 -0.22 0.16
H 1.999457 -1.726618 1.083523 -0.05 -0.01 0.07
H 0.801818 -1.323517 2.326014 0.07 -0.01 -0.06
H -0.753984 4.241386 0.157114 -0.08 -0.34 -0.18
H -0.319204 0.765316 1.140341 0.20 -0.21 0.01
```
Positions in Å, forces in eV/Å.

***

# 4
An isolated molecule of C6H11N in a non-equilibrium geometry. Source: the OMol25 dataset; level of theory: wB97M-V/def2-TZVPD.

Values from the calculation:
SMILES = CCC[C@@H](C)C#N
Relative energy (zero: lowest compared OMol25 entry of this formula, charge and spin) = 22.7 kcal per mole
Total energy = -7889.5461 eV
E_HOMO = -10.84 eV
Spin multiplicity = 1

```
18
Properties=species:S:1:pos:R:3:forces:R:3
N -0.281464 1.908172 1.010908 0.91 -0.65 0.87
C 0.248212 0.879084 1.047181 0.13 1.48 -0.15
C 2.367926 0.213058 0.224044 0.18 -0.03 -0.11
C -1.354796 -0.726559 -0.060150 0.07 -0.01 0.48
C -2.088645 0.469167 -0.680140 -0.04 0.31 0.13
C 0.115004 -0.906450 -0.512512 0.03 0.04 0.09
C 0.993764 -0.317733 0.623368 0.03 0.04 -0.01
H 2.225097 1.024117 -0.497516 0.17 -0.18 0.03
H 2.988203 -0.567551 -0.220399 -0.03 0.04 0.04
H -1.929092 -1.655836 -0.056473 0.08 0.07 -0.43
H -3.169540 0.309915 -0.731770 0.17 0.02 -0.04
H -1.867651 1.331001 -0.030253 -0.69 -0.33 -0.55
H -1.253309 -0.454436 1.011180 -0.61 -0.63 -0.36
H 2.875580 0.631491 1.099788 0.01 -0.13 -0.20
H 0.378600 -1.956995 -0.696858 -0.03 0.27 0.10
H 1.075514 -1.049074 1.437109 -0.09 0.22 -0.07
H 0.332176 -0.344110 -1.433050 -0.17 -0.14 0.19
H -1.713907 0.772037 -1.664545 -0.12 -0.39 -0.01
```
Positions in Å, forces in eV/Å.

***

# 5
An isolated molecule of C6H11N in a non-equilibrium geometry. Source: the OMol25 dataset; level of theory: wB97M-V/def2-TZVPD.

Values from the calculation:
SMILES = C=C/C(N)=C/CC
Relative energy (zero: lowest compared OMol25 entry of this formula, charge and spin) = 97.3 kcal per mole
Total energy = -7886.3108 eV
E_HOMO = -8.04 eV
Spin multiplicity = 1

```
18
Properties=species:S:1:pos:R:3:forces:R:3
N 0.903675 0.992812 0.702565 6.43 -1.63 -1.89
C -1.699001 -0.239517 0.300632 -1.40 1.31 -1.66
C -0.362322 -0.916978 -0.148515 0.97 -0.27 2.12
C 1.875836 -0.598925 -2.204257 0.25 -0.93 -0.14
C 2.020669 -0.659825 -0.877589 -1.67 1.87 1.55
C 0.840407 -0.304041 0.090268 -2.64 -0.85 -2.56
C -1.832123 0.547629 1.656237 1.91 1.56 0.14
H -0.211164 -1.951068 -0.576483 -1.04 1.25 0.39
H 2.639012 -0.115429 -2.918944 -1.05 -1.83 1.04
H 1.635646 1.573693 0.166165 -1.28 -1.22 1.32
H 2.891695 -0.533838 -0.342537 2.44 0.94 0.54
H -0.923189 0.178393 2.099865 0.26 0.28 1.23
H -2.641719 0.386289 2.372057 -0.25 -0.71 -0.74
H 0.126648 1.517736 0.691554 -3.74 1.71 -0.02
H -2.644884 -0.788008 0.319916 0.67 -1.00 -0.54
H 1.000532 -1.261129 -2.431985 0.15 1.89 -1.11
H -1.880943 0.461578 -0.578958 0.02 -0.42 1.01
H -1.738775 1.710627 1.680009 -0.02 -1.94 -0.68
```
Positions in Å, forces in eV/Å.

***

# 6
An isolated molecule of C6H11N in a non-equilibrium geometry. Source: the OMol25 dataset; level of theory: wB97M-V/def2-TZVPD.

Values from the calculation:
SMILES = CCC(C)(C)C#N
Relative energy (zero: lowest compared OMol25 entry of this formula, charge and spin) = 15.0 kcal per mole
Total energy = -7889.8797 eV
E_HOMO = -10.97 eV
Spin multiplicity = 1

```
18
Properties=species:S:1:pos:R:3:forces:R:3
N -0.529586 1.255217 2.426682 0.21 -0.19 -0.75
C 0.930114 -0.680693 -0.104337 -0.19 -0.08 0.18
C -1.710466 -1.060269 0.487047 1.13 0.68 -0.55
C -0.490819 -0.029545 0.160276 -0.24 -0.04 0.36
C -0.784130 0.886412 -1.067372 -0.14 -0.01 0.16
C 2.112328 0.316036 -0.066456 -0.13 0.04 0.05
C -0.449614 0.749855 1.390236 0.07 0.72 1.08
H 0.939114 -1.168891 -1.093082 -0.33 0.11 0.32
H 1.127600 -1.465557 0.632923 -0.16 0.09 0.01
H -1.560821 -1.601721 -0.424960 -1.02 -1.26 -0.35
H -0.621264 0.366873 -2.023918 -0.11 -0.12 0.42
H -1.804775 1.273334 -1.063139 0.04 -0.05 0.10
H -2.719536 -0.604293 0.578440 0.88 0.16 -0.53
H 2.098430 1.040724 -0.890106 -0.16 -0.17 0.16
H -0.105930 1.749579 -1.072563 -0.16 -0.23 0.13
H 2.127738 0.875289 0.875215 -0.04 -0.07 -0.12
H 3.073788 -0.210075 -0.141947 -0.34 -0.03 0.03
H -1.632169 -1.692271 1.397067 0.70 0.44 -0.69
```
Positions in Å, forces in eV/Å.

***

# 7
An isolated molecule of C6H11N in a non-equilibrium geometry. Source: the OMol25 dataset; level of theory: wB97M-V/def2-TZVPD.

Values from the calculation:
Relative energy (zero: lowest compared OMol25 entry of this formula, charge and spin) = 165.3 kcal per mole
Total energy = -7883.3629 eV
E_HOMO = -6.60 eV
Spin multiplicity = 1

```
18
Properties=species:S:1:pos:R:3:forces:R:3
N -2.105850 0.057593 -1.079888 2.15 -1.74 1.30
C 0.813859 -0.239038 0.223958 4.32 -1.55 -2.79
C 2.080521 -0.280919 0.809643 -0.25 1.11 -1.93
C -1.716911 -0.544183 0.160228 -0.54 -2.48 2.08
C -2.747151 1.264155 -1.070620 0.56 5.10 -0.26
C 3.383517 -0.701669 0.010865 -2.61 -1.63 0.89
C -0.376633 -0.090339 0.799906 -4.91 1.83 2.05
H -2.083462 2.234807 -0.503426 -1.98 -2.39 -1.14
H 4.051551 -1.280537 0.649794 -0.41 -0.60 0.21
H -2.778227 1.697742 -2.140237 -0.13 -0.76 1.48
H -1.510875 -1.693965 0.044456 -0.89 1.74 -0.16
H -3.817553 1.305512 -0.687477 1.06 -0.20 0.07
H 2.081949 0.190313 1.770160 0.70 -0.10 0.75
H -0.692706 0.418644 1.800128 1.77 -0.67 -1.64
H 2.968653 -1.386521 -0.823637 1.29 1.43 0.97
H 0.785424 -0.590639 -0.851936 -0.19 0.29 1.19
H 4.093726 0.074308 -0.231981 -0.57 0.81 -0.77
H -2.429836 -0.435268 1.120062 0.63 -0.21 -2.30
```
Positions in Å, forces in eV/Å.

***

# 8
An isolated molecule of C6H11N in a non-equilibrium geometry. Source: the OMol25 dataset; level of theory: wB97M-V/def2-TZVPD.

Values from the calculation:
SMILES = C=C/C(=C\N)CC
Relative energy (zero: lowest compared OMol25 entry of this formula, charge and spin) = 54.7 kcal per mole
Total energy = -7888.1608 eV
E_HOMO = -7.59 eV
Spin multiplicity = 1

```
18
Properties=species:S:1:pos:R:3:forces:R:3
N 0.964630 -1.161053 1.777202 -0.61 -0.19 0.25
C -0.268287 -0.045331 -0.071644 -0.60 -1.16 -1.13
C 0.474512 -1.036681 0.474255 1.68 1.62 -0.43
C -0.716605 1.693605 1.697921 -1.16 0.39 -0.08
C -0.878455 1.159001 0.465025 -0.15 -0.77 1.43
C 0.681093 -0.145869 -2.586850 0.61 0.71 1.60
C -0.506927 -0.236849 -1.595294 -0.40 -0.67 -0.50
H -0.936044 -1.227323 -1.806277 -0.25 0.23 0.39
H -0.974886 2.742854 1.846431 -0.50 -0.25 -0.10
H 0.407995 -0.096903 -3.638548 -0.25 0.06 0.10
H -1.277516 0.482221 -1.863806 0.01 0.07 -0.29
H 1.666797 -1.877196 1.883002 -0.06 -0.03 -0.12
H -1.663371 1.581427 -0.156154 0.92 0.87 -0.57
H 0.262328 -1.286678 2.495253 0.04 0.29 -0.06
H 1.148330 -1.455836 -0.281736 -0.49 -0.80 0.36
H 1.250112 0.749641 -2.283900 0.01 -0.18 -0.56
H -0.671597 1.162394 2.640477 1.35 -0.29 -0.22
H 1.364498 -0.994012 -2.451839 -0.17 0.09 -0.08
```
Positions in Å, forces in eV/Å.

***

Calculated LUMO (Ha), listed in the same order as above: -0.009 0.035 0.039 0.036 0.036 0.030 -0.074 0.029